Below is a molecular structure, C38H47GeN3PSTi at a distorted geometry, with properties calculated with wB97M-V/def2-TZVPD.

The calculation puts the orbital gap (alpha / beta) at 0.2131 / 0.2061 Eh. The net charge is +4. The expectation value of S² is 0.76. The multiplicity is 2. As for the relative energy (zero: lowest compared OMol25 entry of this formula, charge and spin): 1.0394 eV. The lowest unoccupied orbital energy (alpha / beta) comes out at -13.3 / -13.5 eV.

The geometry in XYZ format:
```
92
Properties=species:S:1:pos:R:3:forces:R:3:lowdin_spin:R:1
C 0.211466 1.494976 -2.739005 0.0 0.1 -0.1 0.003
C 3.094501 -0.570918 -2.208030 0.1 0.0 -0.1 0.001
H 0.196020 -1.931246 3.916391 0.0 0.0 0.0 0.000
C -0.027201 1.575944 3.676171 0.0 0.4 -0.1 0.001
C -4.136609 -0.242510 -1.785465 0.0 0.1 0.0 -0.002
C -1.069393 -5.851461 -2.451476 0.1 0.0 0.0 -0.001
H 0.587266 -4.983440 -3.507979 0.0 0.0 0.0 0.000
H 2.661521 -0.903577 0.565164 0.0 0.0 0.0 0.000
H 2.438458 1.600974 -4.480892 0.0 0.0 0.0 0.000
H 2.166868 3.308381 2.591010 -0.1 0.0 0.0 0.000
C -0.737708 -4.319750 2.961453 0.0 0.0 0.0 0.000
C -0.401562 2.346121 -3.601384 -0.1 0.0 0.1 0.000
H 1.786879 -2.904654 -0.678514 0.0 -0.1 0.0 0.003
C 4.720586 -0.081553 -3.991168 0.0 0.0 0.1 0.000
H 6.519271 -1.218981 -3.865205 0.0 0.0 0.0 0.000
H 1.026324 4.641314 0.064688 -0.1 0.0 0.0 0.000
H -2.995126 -0.246594 -5.480398 0.0 0.0 0.0 0.000
H -0.075290 2.710286 -4.563484 0.1 0.0 0.0 0.000
N -0.495341 1.228482 -1.575476 -0.2 0.2 -0.1 0.003
H -0.092929 -5.035826 3.479417 0.0 0.0 0.0 0.000
C -1.521765 -3.304965 -1.442766 -0.1 -0.1 -0.2 -0.005
C 2.071243 3.445389 1.507158 0.3 -0.2 -0.1 0.012
H 1.772408 -0.397045 2.832723 0.0 0.0 0.0 0.001
H -2.796897 -6.442992 -1.328601 0.0 0.0 0.0 0.000
C -4.933313 0.339756 -2.762660 0.0 0.0 0.0 0.000
C 0.110216 -3.308389 2.264789 0.0 0.0 0.0 0.000
H -1.449585 4.354145 7.188840 0.1 0.0 0.0 0.000
H 3.074174 3.733994 1.180424 0.0 0.0 0.0 0.003
H -0.755012 0.807064 3.942958 0.0 -0.1 -0.1 0.001
C 5.170830 -1.724466 -2.272186 0.0 0.0 0.0 0.000
C 1.484898 0.808969 -2.808998 0.0 0.3 -0.1 0.008
H -4.501448 -0.255526 -0.766010 0.0 0.0 0.0 0.000
N 2.457497 0.971076 -3.689044 -0.4 0.0 0.0 0.005
H 1.579514 5.782863 2.867520 0.0 0.0 0.0 0.000
C 0.551916 -3.541532 0.953532 0.0 0.1 -0.1 -0.007
H -0.892691 -6.844708 -2.842498 0.0 0.0 0.0 0.000
C -0.230048 -4.804572 -2.822915 0.0 0.0 0.0 0.000
C -2.498908 -0.806608 -3.474329 0.0 -0.1 0.0 -0.002
C -2.912562 -0.814094 -2.138284 0.0 -0.1 -0.1 -0.004
H -0.366801 5.080895 5.997431 0.0 0.0 0.0 0.000
H -3.722693 -2.002490 0.572999 0.0 0.0 0.0 -0.001
H 0.932248 1.337782 4.135443 0.0 0.0 0.0 0.000
H -1.564332 2.253102 5.897135 0.0 0.0 0.0 0.000
Ti 0.425614 -0.355829 -0.426626 -0.6 -0.9 -0.3 0.938
C -4.516089 0.350098 -4.087669 0.0 0.0 0.1 -0.002
H -3.227226 -4.192174 -0.447086 0.0 0.0 0.0 0.000
H 0.196125 -2.715748 -2.618968 0.0 0.0 0.0 0.001
H 1.688521 2.218696 -0.274944 0.0 0.0 0.0 0.000
H 0.133248 2.662004 6.152278 0.0 0.0 0.1 0.000
H -5.891438 0.760963 -2.490186 0.0 0.0 0.0 0.000
C -2.720989 -1.574848 0.667015 -0.2 -0.2 -0.1 -0.004
H 5.852427 -2.456775 -1.861435 0.0 0.0 0.0 0.000
Ge 0.126044 1.770741 1.758175 -0.2 0.6 1.0 0.041
H 2.468236 6.189802 1.395827 0.0 0.0 0.0 0.000
C 3.951423 -1.522227 -1.651396 0.0 0.0 0.0 0.001
H -5.150153 0.786530 -4.847920 0.0 0.0 0.0 0.000
C -0.787428 2.983936 5.658658 0.1 -0.1 -0.1 0.000
C -2.375167 -4.353941 -1.096744 0.0 0.1 0.1 -0.002
C 1.850194 -1.504810 0.980959 0.1 -0.1 0.0 -0.003
C 0.510248 -2.128169 2.898405 0.0 0.1 0.0 -0.004
C -3.300261 -0.227075 -4.442424 0.0 0.0 0.0 0.000
H 0.247356 -4.448299 0.444701 0.0 0.0 0.0 0.000
H -2.389688 1.801908 -0.820915 0.0 0.0 0.0 0.000
H -2.060175 4.735457 5.592469 0.0 0.0 0.0 0.000
C 1.079029 4.549953 1.153946 0.1 0.0 0.1 0.001
P -1.858867 -1.623448 -0.929468 0.5 0.2 0.1 -0.030
H 5.006871 0.462921 -4.880774 0.0 0.0 0.0 0.000
H -2.176027 -2.161498 1.403395 0.1 0.0 0.0 0.000
H 0.776230 6.657055 1.571551 0.0 0.0 0.0 0.000
C 1.780947 2.062489 0.797870 0.1 0.1 0.2 0.023
H -1.170056 2.212158 1.081666 -0.1 -0.2 -0.1 0.007
C -1.184149 4.372285 6.133144 -0.1 0.0 0.0 0.000
H -2.842085 -0.549263 1.021056 0.0 0.0 0.0 0.001
C 5.554539 -1.019738 -3.419669 0.0 0.0 0.0 0.000
H 0.150638 3.763105 3.882442 0.0 -0.1 0.0 0.000
C 1.378718 -1.237082 2.275292 -0.1 0.1 0.0 -0.002
C 1.499656 5.872755 1.783236 -0.1 0.0 0.0 0.001
H -1.577404 -1.296098 -3.775187 0.0 0.0 0.0 0.000
H 2.579272 1.361487 1.035111 0.0 0.0 0.0 0.000
C -0.454776 -3.535099 -2.319166 0.0 0.1 0.1 0.000
C -2.138331 -5.627307 -1.594621 0.0 0.0 0.0 0.000
H 3.717462 -2.112689 -0.780658 0.0 0.0 0.0 0.000
C 3.500636 0.116601 -3.359065 0.2 -0.2 0.1 0.000
H -1.505150 3.187529 3.636709 0.0 0.1 0.0 0.000
C 1.406447 -2.658299 0.306291 0.1 0.0 0.1 0.007
H -1.380260 -3.866698 3.714889 0.0 0.0 0.0 0.000
C -0.556800 2.965074 4.138335 0.0 0.0 0.0 0.001
H 0.053684 4.311098 1.490340 0.0 0.0 0.0 0.001
H -1.342376 -4.883953 2.252761 0.0 0.0 0.0 0.000
C -1.644151 1.878979 -1.599072 -0.1 0.0 0.1 0.002
S -1.912515 2.830322 -2.962230 0.1 -0.1 0.0 0.004
N 1.791061 -0.096526 -1.858760 0.7 -0.1 -0.6 0.002
```
Positions in Å, forces in eV/Å.

=====

Below is a molecular structure, C25H48P2Pb at a distorted geometry, with properties calculated with wB97M-V/def2-TZVPD.

The calculation puts the orbital gap (alpha / beta) at 0.1484 / 0.1452 Eh. The net charge is +2. The multiplicity is 1. The lowest unoccupied orbital energy (alpha / beta) comes out at -8.8 / -8.9 eV.

The geometry in XYZ format:
```
76
Properties=species:S:1:pos:R:3:forces:R:3:mulliken_charge:R:1
H -2.885299 3.534217 0.921530 0.1 0.1 0.2 0.351
H -1.714031 1.118298 -0.710777 0.2 -0.3 0.2 0.543
C 0.789741 -2.729589 1.777994 -5.1 -1.4 1.4 0.436
H 1.001330 4.640930 1.482598 0.4 -0.2 -0.1 0.453
H 2.858910 1.174626 2.841704 -0.5 0.0 -0.5 0.655
H -1.954462 -0.283186 0.396840 0.5 0.4 -0.2 0.299
C 2.097261 1.426133 -0.994893 -0.8 1.2 -0.9 -0.173
C 3.491462 1.812917 -0.563365 0.3 0.0 -0.4 -1.075
C -2.017048 1.440475 3.926360 -0.1 0.0 0.0 -1.088
H 0.042919 -2.077822 3.670990 0.3 -0.1 -0.1 0.382
C -1.835801 -1.572042 -4.636975 -0.1 0.0 0.2 -1.189
H 1.500594 -1.205597 3.128370 -0.2 -0.5 0.0 0.072
C 0.999155 -2.191100 3.142203 0.1 0.1 0.5 -1.025
H -0.971273 -0.472574 -1.124604 0.4 0.5 0.4 0.276
C 1.149424 -3.273899 -0.431645 0.7 0.6 0.7 0.177
C -1.602837 -3.635671 2.075449 -0.4 -0.2 0.2 -1.566
C -1.086914 -4.476102 -0.933259 0.7 -0.1 -0.3 -1.647
H -2.366705 -4.110371 1.448803 0.1 0.1 0.3 0.454
H -2.686136 -2.036205 -4.120018 0.1 0.0 -0.3 0.351
C 3.830668 1.729670 0.945253 0.1 -0.6 0.1 -1.082
H -2.138707 -1.264808 -5.646527 0.1 -0.3 0.2 0.399
H 2.661320 4.338881 0.968525 -0.2 -0.3 0.2 0.392
C 1.633091 2.671793 1.881929 1.0 0.1 0.6 -0.758
P -2.786831 1.511689 2.251958 0.1 0.2 0.5 0.448
C 0.248702 0.312927 -4.537156 0.0 0.0 0.0 -1.135
H -2.605579 0.927409 -5.455991 0.0 0.2 0.2 0.391
H 1.018960 -3.376283 -2.554590 0.3 0.1 0.1 0.281
C -0.142936 -3.737707 -0.065680 1.1 -0.1 -1.9 1.202
H -0.922610 1.436209 3.822200 -0.2 0.0 0.1 0.147
H 3.270540 -1.298661 0.084667 -0.1 -0.5 0.1 0.101
H -0.602549 -4.756594 -1.877095 -0.2 0.1 0.2 0.419
C -4.559144 1.571104 2.708313 0.1 0.0 -0.1 -1.210
H 4.179469 1.130214 -1.087323 -0.2 0.3 0.2 0.415
H -5.138201 1.719194 1.789372 0.0 0.0 0.3 0.369
C 1.652626 3.894269 1.000691 -0.1 0.6 -0.1 -1.038
H -1.408109 3.513118 1.919217 -0.2 0.0 0.0 0.008
H 3.744760 2.823499 -0.922673 -0.3 -0.3 0.0 0.490
H 0.711780 1.177116 -4.042902 0.0 -0.1 -0.2 0.231
H -1.391215 -4.302501 2.925326 -0.2 0.2 -0.2 0.366
C 3.120092 -2.139379 0.786116 0.5 -0.1 0.3 -1.035
Pb 0.759353 0.575931 0.839546 -1.4 -3.0 -0.4 0.530
H 1.804068 4.321661 -1.107344 -0.2 -0.4 0.0 0.391
H 2.353018 -4.320757 -1.864429 -0.1 0.3 -0.1 0.339
H 2.018458 0.563472 -1.675161 -0.2 0.2 0.4 0.567
H -2.017751 -2.700367 2.481852 0.0 -0.3 -0.1 0.256
H -4.753188 2.387820 3.414211 -0.1 -0.2 -0.1 0.392
H 0.939417 -0.538287 -4.470900 -0.1 0.2 -0.1 0.317
H -2.316491 0.508384 4.421322 0.1 0.2 0.0 0.363
H 0.924796 2.715122 2.723169 0.4 -0.2 -0.2 0.686
H -2.994069 3.913002 2.674006 0.2 0.0 -0.2 0.471
H 4.525868 2.558345 1.164242 -0.3 -0.2 0.2 0.440
H 1.637422 -2.865440 3.738491 -0.2 0.1 -0.1 0.370
H 2.471933 -2.549230 -1.942571 -0.2 -0.2 0.0 0.370
C 2.683649 1.750890 1.920737 -0.3 1.8 0.8 0.052
H -2.325827 2.300092 4.536553 0.1 -0.2 0.0 0.423
H 0.153240 4.198193 -0.519391 0.4 -0.2 0.0 0.420
C -2.431218 1.157021 -4.396757 -0.1 -0.1 0.3 -1.359
H 4.395827 0.797728 1.114664 -0.2 0.4 0.1 0.426
C 1.781280 -3.385002 -1.765128 0.3 -0.3 -0.5 -1.628
H 3.864464 -2.908061 0.518105 -0.3 0.1 0.0 0.453
C -1.257984 0.207967 -0.301655 -0.5 0.0 0.4 -1.455
H -1.981583 -3.877804 -1.170021 0.1 0.0 0.3 0.399
C 1.018555 2.318088 -0.937740 1.3 -0.5 -1.4 -0.222
H 3.367545 -1.787401 1.796108 -0.1 -0.1 -0.3 0.368
H -1.433870 -5.397134 -0.439693 0.0 0.3 0.1 0.429
C 1.743438 -2.687801 0.718115 0.8 -0.3 -4.2 0.725
C -0.376968 -3.378438 1.289965 2.3 2.2 4.0 0.459
H -3.383586 1.129394 -3.851303 0.1 0.1 -0.3 0.364
H 0.053462 0.549984 -5.591847 0.2 -0.1 0.2 0.411
H -1.014238 -2.298696 -4.688502 -0.2 0.1 0.0 0.322
H 0.097695 2.091757 -1.491102 0.5 -0.1 0.2 0.535
P -1.317524 -0.105256 -3.657549 0.2 -0.1 -0.6 0.719
H -4.842802 0.607124 3.147943 0.0 0.3 -0.1 0.372
C 1.147335 3.726011 -0.446115 -0.7 0.6 0.2 -1.151
H -1.993422 2.157770 -4.289451 -0.2 -0.2 -0.1 0.368
C -2.486714 3.299323 1.916694 -0.2 -0.1 -0.2 -1.007
```
Positions in Å, forces in eV/Å.

=====

Below is a molecular structure, C39H35Br2CaN2O2P2S2 at a distorted geometry, with properties calculated with wB97M-V/def2-TZVPD.

The calculation puts the orbital gap at 0.2393 Eh. The net charge is -1. The multiplicity is 1. As for the relative energy (zero: lowest compared OMol25 entry of this formula, charge and spin): 1.8344 eV. The lowest unoccupied orbital energy comes out at 2.2 eV.

The geometry in XYZ format:
```
85
Properties=species:S:1:pos:R:3:forces:R:3:mulliken_charge:R:1
C -0.736098 -6.605306 0.214870 0.0 -0.1 0.0 -0.520
H -2.628584 -6.042142 -0.617171 0.0 0.0 0.0 0.411
H 3.136037 4.004483 1.870722 0.0 0.1 0.0 0.271
H -5.280652 1.217748 0.941032 0.0 0.0 0.0 0.386
H 5.569159 0.276174 -1.008479 0.0 -0.1 0.0 0.419
H 2.408498 0.449553 4.232908 0.0 0.0 0.2 0.587
H -3.310095 -2.140848 -0.794284 0.0 0.0 0.0 0.118
C 2.401518 3.360660 -1.202333 0.1 1.2 -0.2 0.169
H 1.244271 -6.857345 0.994721 0.0 -0.1 0.0 0.399
C 0.567402 4.904400 -0.994479 -0.4 -0.5 0.1 -0.191
C 2.188036 4.080504 2.410824 0.0 0.1 -0.4 -0.636
C 3.288076 4.454402 -1.407074 -0.2 -0.3 0.1 0.993
C -4.500249 0.817220 0.307344 -0.1 0.1 0.0 -0.612
C -3.384755 -1.071032 -0.659341 0.1 0.0 -0.1 0.547
H -3.506933 -4.664437 -5.708358 0.0 0.0 0.0 0.376
C -3.749386 -2.828050 -4.630922 -0.2 0.0 -0.1 -0.646
Ca 1.073689 0.725846 -0.662038 0.8 -1.7 0.5 1.302
C 4.644179 4.133735 -1.624800 0.1 -0.2 0.0 -0.895
C 0.358345 -1.370604 -1.394207 -2.2 -0.6 0.9 -1.552
C 2.759520 5.755929 -1.366221 -0.1 0.6 0.0 0.078
O 0.202351 2.605660 -0.735491 -1.1 0.9 -0.1 -0.150
C -0.893503 -1.501394 1.507298 0.1 0.1 -0.4 1.101
C -2.627471 1.149160 -1.153912 0.1 0.0 -0.2 -0.553
C 4.499257 0.379054 -1.179422 -0.1 -0.1 -0.1 -1.254
H 1.018023 6.986365 -1.149727 0.1 0.0 0.0 0.442
H -1.048495 -3.389483 2.509099 0.0 0.0 0.0 0.434
H -2.201920 1.407279 2.644272 0.0 0.1 0.0 0.466
N 1.989303 2.925952 3.261447 -0.1 0.1 -0.2 0.211
H 5.354272 4.925532 -1.825955 0.0 0.0 0.0 0.354
H 1.535348 -0.343973 2.910994 0.0 0.0 0.1 -0.610
H -2.091872 -3.647714 -0.685543 0.0 0.0 0.0 0.216
H 1.289230 2.628100 5.216497 0.1 0.0 0.0 0.304
P -1.049947 -0.864331 -2.260894 0.4 -1.0 -0.2 2.082
H 0.644966 0.620951 4.107638 -0.1 0.0 0.1 0.300
H -1.206805 -5.031567 -4.901867 0.1 -0.1 0.0 0.391
O 1.706296 1.669677 1.435565 0.0 0.0 -0.3 0.033
H 2.181779 4.993828 3.000739 0.0 -0.1 0.1 0.372
P 0.256010 -2.082789 0.165085 -0.1 -0.7 -0.9 2.673
H 6.089994 2.571303 -1.739117 0.0 0.0 0.0 0.434
C -1.758176 -4.161808 -4.570503 0.0 -0.2 -0.1 -0.648
C 4.111098 1.814054 -1.310724 0.1 0.2 -0.1 0.581
H -0.178343 -3.408503 -3.310365 0.1 0.0 0.0 0.430
C 1.416590 5.981690 -1.174165 0.5 0.1 -0.1 -0.601
C -3.172544 -1.924752 -3.760070 0.0 0.0 0.1 -0.326
H 3.060207 2.583021 5.040421 -0.1 0.0 0.1 0.314
Br -1.286847 5.199063 -0.695550 0.1 0.1 0.0 -0.207
H -1.936940 1.796420 -1.682272 -0.1 0.1 0.0 0.447
H 1.760789 -4.444398 0.953580 0.0 0.0 0.0 0.363
C 0.985779 3.559835 -0.973223 0.0 1.3 0.0 -0.021
H -4.750399 -2.654453 -5.003485 -0.1 0.0 0.0 0.384
H -3.734075 2.740360 -0.250960 0.0 0.1 0.0 0.356
H 1.386490 4.123793 1.672406 0.1 0.1 0.0 0.027
C -1.664946 -5.696044 -0.266571 -0.2 -0.2 0.0 -0.934
H -2.341803 -2.490324 4.400941 0.0 0.0 0.0 0.392
H -3.706901 -1.033614 -3.460040 -0.1 0.0 0.0 0.363
C -4.380504 -0.553198 0.144627 -0.2 -0.1 0.1 -0.687
H -2.930943 -0.092579 4.476743 0.0 0.0 0.0 0.365
C 2.141075 3.063004 4.688639 0.0 -0.2 0.3 -0.962
C -1.940135 0.357488 2.628157 0.0 0.2 0.0 -0.761
H 4.227927 -0.168035 -2.086457 0.0 0.0 0.1 0.285
H 3.945861 -0.066957 -0.348354 0.1 -0.1 0.0 0.169
C 0.799845 -4.804741 0.610953 0.0 0.2 0.1 -0.528
C -3.048340 -3.954671 -5.031479 0.0 -0.1 -0.1 -0.476
C -3.628946 1.668554 -0.354407 -0.1 0.1 0.1 -0.704
C -1.367302 -4.348013 -0.297127 0.1 0.2 0.1 0.285
H 2.196997 4.118737 4.943798 0.0 0.0 0.0 0.320
C -0.143036 -3.882151 0.171679 0.1 0.0 -0.1 -0.567
C -2.492158 -0.225679 -1.308758 0.3 0.1 0.1 -0.205
C -1.893214 -2.150664 -3.262868 0.1 0.0 0.1 -0.008
S -0.533150 0.451182 -3.629199 0.3 0.9 -0.2 -0.595
C -1.182440 -3.262332 -3.690490 0.1 0.0 0.3 -0.304
S 2.013052 -1.904222 1.056273 1.0 0.4 0.3 -0.804
N 2.838515 2.098520 -1.168979 1.0 -0.2 -0.3 -0.587
C 0.504901 -6.155068 0.634221 0.0 -0.2 0.0 -0.640
C 1.752136 1.739712 2.656812 0.1 -0.1 0.7 -0.062
C 1.572419 0.543048 3.543540 0.0 -0.1 -0.2 -0.696
H -0.868621 0.522846 0.781752 -0.3 0.0 0.3 -0.605
H -0.979771 -7.658691 0.266548 0.0 0.0 -0.1 0.366
H -5.068733 -1.223085 0.642240 0.0 0.0 0.1 0.407
C 5.053077 2.829200 -1.577492 -0.1 0.2 0.1 -1.079
C -1.304381 -2.338601 2.540577 0.0 0.0 -0.2 -0.886
C -2.356512 -0.483743 3.647636 0.0 0.1 0.1 -1.038
C -2.027814 -1.829360 3.603533 -0.1 -0.1 0.1 -0.719
Br 3.923401 7.270013 -1.494580 -0.1 -0.1 -0.1 -0.283
C -1.201979 -0.147349 1.573621 0.2 -0.1 -0.1 0.831
```
Positions in Å, forces in eV/Å.